16 unconnected molecules or ions with the total composition C33H97NO28. Source: the OMol25 dataset; level of theory: wB97M-V/def2-TZVPD.

The maximum force comes out at 2.71 eV/A. As for the frontier orbital gap: 8.4 eV. Its LUMO energy is 0.09 eV.

Atoms and positions in Å:
O1 -12.19892 8.65013 -8.71884
H1 -12.06300 9.36758 -9.35312
H2 -11.93368 9.02705 -7.87437
O2 -14.67951 9.52994 -10.51276
H3 -14.34242 8.86638 -11.12308
H4 -13.91932 10.09911 -10.33204
O3 -13.21220 11.33089 -3.29151
H5 -14.03839 11.26464 -2.80182
H6 -12.52852 11.15237 -2.63350
C1 -11.03615 13.30648 -5.97197
C2 -11.13962 12.24610 -7.08154
C3 -9.86716 12.24524 -7.95156
C4 -8.62811 11.72222 -7.26670
C5 -8.88366 10.30455 -6.82668
C6 -10.11802 10.15710 -5.91523
N1 -11.21444 10.84172 -6.62938
O4 -12.49666 10.54146 -6.07047
C7 -10.44800 8.65417 -5.87426
C8 -9.82049 10.70385 -4.50945
C9 -12.32361 12.50624 -8.02403
H7 -10.02227 13.28288 -5.57510
H8 -11.77629 13.15323 -5.18579
H9 -11.16538 14.29376 -6.42060
H10 -10.03124 11.56454 -8.79543
H11 -9.60731 13.21546 -8.38738
H12 -8.33095 12.35378 -6.42527
H13 -7.76456 11.70489 -7.93857
H14 -8.01465 9.94852 -6.25593
H15 -8.93319 9.58546 -7.64879
H16 -10.67767 8.37649 -6.89732
H17 -9.57375 8.15177 -5.45717
H18 -11.30420 8.43029 -5.23862
H19 -9.21190 11.61070 -4.52942
H20 -10.71337 11.01291 -3.97191
H21 -9.29830 9.96111 -3.90262
H22 -12.10854 13.31842 -8.72280
H23 -13.19446 12.80329 -7.43975
H24 -12.53831 11.63007 -8.63407
H25 -12.52995 11.01132 -5.21432
C10 -7.12529 6.78835 -7.27672
C11 -6.20590 6.72640 -8.49809
O5 -6.52827 7.69487 -9.47406
O6 -8.42559 6.35662 -7.61587
H26 -7.26721 7.84502 -7.03093
H27 -6.67565 6.30599 -6.40204
H28 -6.28132 5.70923 -8.89864
H29 -5.18642 6.92230 -8.16676
H30 -7.43216 7.67122 -9.80185
H31 -8.39669 5.54851 -8.13967
C12 -9.36958 10.83901 -0.26881
C13 -10.33239 11.89134 -0.77842
O7 -11.67448 11.42120 -0.59739
O8 -9.48305 10.80412 1.15706
H32 -8.30815 11.07390 -0.44541
H33 -9.41563 9.85461 -0.75040
H34 -10.19491 12.10929 -1.83637
H35 -10.14180 12.81452 -0.22647
H36 -11.79562 11.51408 0.35575
H37 -8.68806 10.38899 1.49664
C14 -11.13264 12.02467 -12.61771
C15 -12.08833 11.83995 -11.45459
O9 -11.95859 10.47326 -10.93397
O10 -11.60881 11.29917 -13.76171
H38 -10.11497 11.66782 -12.44443
H39 -11.09026 13.09997 -12.79771
H40 -13.13648 11.85776 -11.75455
H41 -11.82466 12.49521 -10.63072
H42 -11.81352 9.91633 -11.70337
H43 -11.52479 10.35429 -13.62090
C16 -8.46782 16.36690 -6.73766
C17 -7.83353 16.55860 -5.36521
O11 -6.44328 16.77684 -5.45776
O12 -7.72088 15.48595 -7.57702
H44 -8.50960 17.32061 -7.26966
H45 -9.48405 15.98474 -6.67568
H46 -8.26669 15.82210 -4.68159
H47 -8.30581 17.49143 -5.02469
H48 -6.09739 16.79400 -4.56045
H49 -6.78669 15.49825 -7.34584
C18 -14.08137 6.46732 -6.60205
C19 -14.85537 7.63385 -7.22126
O13 -14.79260 7.43567 -8.62618
O14 -12.75930 6.26613 -7.07667
H50 -14.70720 5.56959 -6.68249
H51 -14.06891 6.61890 -5.51395
H52 -14.27868 8.54331 -7.00984
H53 -15.88835 7.76658 -6.89276
H54 -15.13618 8.20104 -9.11005
H55 -12.22729 6.19226 -6.27471
C20 -9.05451 5.09373 -4.50246
C21 -10.47961 4.65493 -4.83095
O15 -11.48466 5.61578 -4.62004
O16 -8.92236 5.43004 -3.11268
H56 -8.91333 6.06099 -4.99668
H57 -8.35445 4.36617 -4.90987
H58 -10.66732 3.79154 -4.17794
H59 -10.56660 4.28153 -5.85193
H60 -11.74332 5.56676 -3.69707
H61 -8.10469 5.06000 -2.76928
C22 -12.63482 16.81298 -7.58858
C23 -12.41918 17.04317 -6.10313
O17 -12.21128 18.42044 -5.79179
O18 -11.55940 17.37800 -8.34939
H62 -13.56178 17.36388 -7.79381
H63 -12.82751 15.76933 -7.82376
H64 -11.53264 16.50120 -5.75088
H65 -13.26149 16.64774 -5.52845
H66 -12.43295 18.54748 -4.86790
H67 -11.59688 18.27519 -7.98671
C24 -5.34643 10.49070 -10.16095
C25 -4.68830 11.86773 -10.07314
O19 -3.74839 12.07086 -11.12478
O20 -4.36934 9.49278 -10.25473
H68 -5.85141 10.55337 -11.13870
H69 -6.13541 10.33233 -9.42201
H70 -4.12594 11.79944 -9.13216
H71 -5.42380 12.66423 -10.10642
H72 -3.31287 11.21153 -11.20992
H73 -4.75215 8.62633 -10.07967
C26 -15.38122 13.81293 -9.48769
C27 -15.89054 13.66256 -8.05681
O21 -15.70024 14.86440 -7.29519
O22 -16.24736 14.74385 -10.14045
H74 -15.37260 12.85247 -10.01316
H75 -14.36788 14.21231 -9.50040
H76 -15.38899 12.88642 -7.48005
H77 -16.96517 13.45934 -8.00660
H78 -15.99494 15.59857 -7.84865
H79 -17.12382 14.34801 -10.07305
C28 -8.05994 15.12275 -11.09930
C29 -8.03201 13.61877 -10.82387
O23 -7.52624 12.97221 -11.97778
O24 -9.01121 15.32371 -12.16765
H80 -7.07754 15.55180 -11.29603
H81 -8.42613 15.66746 -10.22491
H82 -9.02313 13.18103 -10.67601
H83 -7.43630 13.50675 -9.91690
H84 -8.00681 13.30732 -12.74270
H85 -9.66179 15.95971 -11.86374
C30 -10.82487 8.48155 -2.36297
C31 -11.44287 8.05642 -1.03670
O25 -12.85969 7.83625 -1.17952
O26 -9.42390 8.18975 -2.37417
H86 -10.93888 9.54260 -2.58000
H87 -11.30265 7.90784 -3.16617
H88 -11.29291 8.82619 -0.28232
H89 -11.10031 7.06765 -0.71495
H90 -12.96329 7.13923 -1.83208
H91 -9.33526 7.23190 -2.52613
C32 -3.66359 12.20275 -5.70550
C33 -5.14534 12.01035 -6.01101
O27 -5.90765 13.05959 -5.45064
O28 -3.11277 13.19573 -6.58962
H92 -3.15575 11.23678 -5.81533
H93 -3.52160 12.45125 -4.65075
H94 -5.31792 11.09614 -5.43027
H95 -5.35662 11.75841 -7.04981
H96 -5.99733 13.76152 -6.10199
H97 -2.17268 13.18484 -6.37616

***

A molecular structure, C38H53GeN2P2RuSSi3. Source: the OMol25 dataset; level of theory: wB97M-V/def2-TZVPD.

The value obtained for the relative energy (zero: lowest compared OMol25 entry of this formula, charge and spin) is 53.8 kJ/mol. Its expectation value of S² is 8.80. Its charge is +4. The maximum force comes out at 1.05 eV/A. As for the frontier orbital gap (alpha / beta): 6.0 / 5.0 eV. The multiplicity is 6. Its LUMO energy (alpha / beta) is -11.83 / -13.06 eV.

Atoms and positions in Å:
Ru1 0.71691 -0.03696 -0.28416
N1 -1.21163 -1.64544 1.54230
P1 -0.50122 -0.25449 2.23691
C1 -0.95529 -0.32083 3.99196
C2 -1.87611 -1.22719 4.51637
C3 -2.06366 -1.28091 5.88931
C4 -1.36467 -0.42208 6.72728
C5 -0.47748 0.50904 6.19852
C6 -0.27750 0.56828 4.83119
C7 1.27200 -0.72461 2.21456
C8 1.70688 -1.96137 2.69792
C9 3.05736 -2.25464 2.70314
C10 3.98489 -1.33341 2.21255
C11 3.56755 -0.10010 1.74127
C12 2.20817 0.21300 1.74887
P2 -0.72265 -1.96143 -0.05464
C13 0.45859 -3.34011 0.08791
C14 0.08335 -4.43230 0.87220
C15 0.94617 -5.50551 1.00643
C16 2.17438 -5.50129 0.35298
C17 2.53673 -4.42801 -0.44631
C18 1.67783 -3.34505 -0.58227
C19 -2.11792 -2.78509 -0.84298
C20 -1.83646 -3.41191 -2.06175
C21 -2.81648 -4.15587 -2.69526
C22 -4.07285 -4.28389 -2.11241
C23 -4.35746 -3.64866 -0.91063
C24 -3.38880 -2.88339 -0.27960
H1 -2.12476 -1.95042 1.85216
H2 -2.44779 -1.89595 3.88684
H3 -2.76035 -1.99557 6.30638
H4 -1.51589 -0.47261 7.79723
H5 0.05600 1.18606 6.85181
H6 0.42004 1.29104 4.41967
H7 0.99278 -2.67396 3.09048
H8 3.39651 -3.20028 3.10571
H9 5.04024 -1.57236 2.23219
H10 4.29123 0.63564 1.41400
H11 1.88926 1.24058 1.54155
H12 -0.88131 -4.45180 1.36583
H13 0.65878 -6.35545 1.61129
H14 2.83996 -6.34852 0.45382
H15 3.48799 -4.44615 -0.96270
H16 1.93620 -2.51755 -1.22875
H17 -0.84112 -3.34749 -2.48832
H18 -2.59804 -4.64787 -3.63343
H19 -4.83043 -4.89157 -2.58917
H20 -5.33718 -3.74754 -0.46271
H21 -3.63894 -2.37884 0.64700
C25 1.14463 3.18741 -3.58443
Si1 0.61087 3.77947 -1.90211
C26 1.88475 3.79063 -0.52988
C27 -0.57299 5.20967 -1.89921
Ge1 -0.90763 1.68007 -0.73393
Si2 -2.55775 1.12666 -2.89155
C28 -1.22378 0.19633 -3.82150
C29 -3.85349 0.09594 -2.04591
C30 -3.11555 2.78198 -3.52246
Si3 -2.40325 2.99197 1.26516
C31 -3.57894 1.59734 1.65510
C32 -1.01850 3.37264 2.45924
C33 -3.17030 4.41351 0.35240
H22 2.07864 3.69298 -3.85139
H23 0.40780 3.45384 -4.34406
H24 1.32333 2.11431 -3.62291
H25 2.72418 4.43389 -0.81454
H26 2.26852 2.78977 -0.33210
H27 1.46687 4.20142 0.39082
H28 -0.09973 6.02064 -2.46610
H29 -0.76717 5.58685 -0.89638
H30 -1.52201 4.98965 -2.38795
H31 -0.46257 -0.19143 -3.14073
H32 -0.73907 0.83131 -4.56410
H33 -1.65912 -0.65683 -4.34933
H34 -3.42109 -0.51425 -1.25687
H35 -4.31408 -0.58404 -2.77008
H36 -4.64630 0.71575 -1.62440
H37 -2.29245 3.40712 -3.86864
H38 -3.69072 3.32490 -2.77165
H39 -3.78215 2.62350 -4.37803
H40 -3.07931 0.63672 1.76912
H41 -4.34419 1.50631 0.88291
H42 -4.08812 1.82174 2.59893
H43 -0.19945 2.65834 2.37717
H44 -1.39857 3.32935 3.48479
H45 -0.62861 4.37859 2.29624
H46 -3.56905 4.12132 -0.61936
H47 -2.48580 5.24934 0.21959
H48 -4.01352 4.77813 0.95106
S1 2.41135 0.11588 -1.90828
C34 4.13831 0.26600 -2.08318
N2 4.80746 -0.81781 -2.53856
C35 6.12811 -0.81854 -2.81173
C36 6.86706 0.32077 -2.62354
C37 6.22077 1.45808 -2.14201
C38 4.86027 1.43186 -1.87329
H49 4.27713 -1.66206 -2.72044
H50 6.55101 -1.74694 -3.16999
H51 7.92134 0.32842 -2.85972
H52 6.78586 2.36732 -1.97998
H53 4.34320 2.30894 -1.51471

***

A molecular structure, C32H38HgN3P2SeSi2. Source: the OMol25 dataset; level of theory: wB97M-V/def2-TZVPD.

Its expectation value of S² is 0.75. Its charge is -2. The maximum force comes out at 0.30 eV/A. As for the frontier orbital gap (alpha / beta): 6.1 / 5.9 eV. The multiplicity is 2. Its LUMO energy (alpha / beta) is 4.08 / 3.97 eV.

Atoms and positions in Å:
Hg1 0.76772 -1.81151 -2.10976
C1 2.86462 0.21684 2.89848
Si1 3.05333 -0.47780 1.15628
C2 4.87171 -0.21783 0.69297
C3 2.75084 -2.32736 1.23697
N1 1.98496 0.21029 0.04875
P1 1.62861 1.61149 -0.53704
C4 0.01475 2.20220 -0.70145
P2 -1.34420 1.20990 -0.28468
N2 -1.76354 0.17650 -1.38173
Si2 -3.18332 -0.55312 -1.93415
C5 -4.37104 0.72300 -2.67051
C6 -2.79002 -1.76289 -3.32578
C7 -4.12264 -1.53308 -0.63561
C8 -2.69404 2.40024 0.10206
C9 -3.78782 1.98707 0.85939
C10 -4.85977 2.83792 1.08402
C11 -4.85117 4.11970 0.54685
C12 -3.76466 4.54133 -0.20788
C13 -2.69120 3.68747 -0.42584
C14 -1.13072 0.41885 1.34962
C15 -1.06515 1.17063 2.52111
C16 -0.90323 0.54729 3.75083
C17 -0.82248 -0.83824 3.82098
C18 -0.88352 -1.59861 2.66107
C19 -1.02583 -0.96622 1.43341
C20 2.47220 2.95177 0.40032
C21 1.84548 3.47709 1.52891
C22 2.48687 4.40947 2.32769
C23 3.77064 4.83674 2.00802
C24 4.40350 4.32294 0.88602
C25 3.75663 3.38556 0.08865
C26 2.35456 1.81156 -2.20871
C27 2.06569 2.90762 -3.01651
C28 2.65964 3.03573 -4.26279
C29 3.54499 2.06426 -4.71700
C30 3.83150 0.96548 -3.91998
C31 3.23916 0.84240 -2.66910
H1 3.52129 -0.30454 3.60177
H2 1.83188 0.10326 3.24404
H3 3.11480 1.28156 2.92703
H4 5.52763 -0.71516 1.41448
H5 5.12278 0.84691 0.68696
H6 5.09759 -0.61729 -0.29977
H7 3.38650 -2.81342 1.98273
H8 2.94274 -2.79545 0.26759
H9 1.70987 -2.53032 1.49656
H10 -3.84209 1.32803 -3.41200
H11 -4.76520 1.40561 -1.91360
H12 -5.21785 0.23471 -3.16345
H13 -2.20230 -1.28469 -4.11290
H14 -3.71749 -2.14288 -3.76712
H15 -2.21449 -2.61707 -2.96256
H16 -4.41096 -0.93274 0.22982
H17 -3.52455 -2.36933 -0.26452
H18 -5.03795 -1.95268 -1.06609
H19 -3.79568 0.99095 1.28702
H20 -5.70115 2.50140 1.67777
H21 -5.68751 4.78704 0.71956
H22 -3.75098 5.54132 -0.62643
H23 -1.82832 4.00115 -1.00164
H24 -1.16806 2.25019 2.47568
H25 -0.85815 1.14247 4.65562
H26 -0.72831 -1.33074 4.78083
H27 -0.86515 -2.68150 2.71737
H28 -1.07605 -1.55049 0.52209
H29 0.84526 3.14489 1.77981
H30 1.98603 4.80403 3.20381
H31 4.27263 5.56745 2.63115
H32 5.40448 4.64966 0.62922
H33 4.26030 2.98665 -0.78530
H34 1.35691 3.64415 -2.65772
H35 2.42597 3.88902 -4.88866
H36 4.00262 2.16129 -5.69467
H37 4.50979 0.19825 -4.27373
H38 3.44293 -0.01320 -2.03659
Se1 -2.35656 -5.13545 3.10408
C32 -2.11698 -6.66412 4.08095
N3 -1.97020 -7.63329 4.70603